# 1
Here is a structure of composition C20H12Cl2F5N2O3Pt from the OMol25 dataset. Energies are from wB97M-V/def2-TZVPD.

Output
E_tot: -2643.6058 Ha
Energy above the lowest of the compared OMol25 structures with the same formula, charge and spin: 120.6 kJ/mol
Net charge: -1
Orbital gap: 6.8 eV

Geometry as XYZ:
```
45
Properties=species:S:1:pos:R:3:forces:R:3
Pt -0.5887 0.6777 0.7069 0.506 0.266 0.743
C 0.5071 -1.9266 -0.5378 0.067 0.025 0.043
N -0.4314 -0.8152 -0.6375 -0.053 0.060 0.042
C -1.1777 -0.6815 -1.6855 -0.162 0.060 0.030
C -2.0412 0.4357 -1.7048 0.143 -0.137 -0.025
C -2.9730 1.0107 -2.5656 -0.024 0.090 0.057
C -3.3973 2.1867 -1.9391 0.012 -0.016 -0.040
C -2.7070 2.2893 -0.7261 0.044 -0.045 -0.012
N -1.9000 1.2302 -0.5964 -0.510 0.135 -0.263
C -0.0409 -3.1062 0.2310 -0.045 -0.088 -0.045
C -0.5678 -2.9621 1.5098 -0.057 0.104 -0.022
C -1.0880 -4.0581 2.1795 -0.021 -0.018 -0.005
C -1.0724 -5.3140 1.5861 0.001 -0.001 0.005
C -0.5471 -5.4671 0.3118 0.000 0.015 0.014
C -0.0435 -4.3636 -0.3640 0.050 -0.006 0.008
H 1.4194 -1.5369 -0.0806 -0.011 -0.030 0.044
H 0.7643 -2.2583 -1.5470 0.049 0.075 -0.007
H -1.1272 -1.4003 -2.4978 0.060 -0.018 0.030
H -3.2872 0.6230 -3.5209 -0.005 0.004 -0.001
H -4.1196 2.8968 -2.3071 -0.002 -0.012 -0.005
H -2.7595 3.0536 0.0318 -0.014 -0.005 0.009
H -0.6259 -1.9853 1.9732 -0.045 0.048 0.068
H -1.5222 -3.9170 3.1608 0.022 0.010 0.006
H -1.4801 -6.1686 2.1116 0.004 0.003 0.000
H -0.5380 -6.4409 -0.1620 -0.004 0.002 -0.003
H 0.3531 -4.4821 -1.3669 0.003 0.001 0.003
Cl 1.0199 0.3817 2.9327 -0.371 -0.122 -0.354
C -0.3895 1.1485 3.7487 0.125 0.036 0.161
Cl -0.9855 2.4306 2.6208 0.046 -0.522 -0.381
C -1.4814 0.0649 4.0753 -0.314 -0.176 -0.280
O -1.6046 -0.1290 5.2861 0.124 0.097 0.177
O -2.0367 -0.4391 3.0865 0.204 0.041 0.004
H -0.0322 1.6380 4.6462 0.065 0.065 -0.049
F 4.7198 3.9871 -3.4962 -0.004 0.000 0.003
C 3.8943 3.5596 -2.5154 0.003 -0.004 -0.019
C 4.0346 4.0169 -1.2162 -0.009 0.001 0.027
F 5.0108 4.9007 -0.9345 -0.006 -0.005 -0.002
C 3.1921 3.5786 -0.2171 0.055 0.059 -0.043
F 3.3859 4.0622 1.0265 -0.017 -0.013 0.001
C 2.1376 2.6501 -0.4275 -0.096 -0.066 0.078
O 1.3747 2.2598 0.5156 0.152 0.088 0.014
C 2.0442 2.2165 -1.7749 0.086 0.035 -0.039
F 1.0898 1.3179 -2.1094 -0.043 -0.034 0.023
C 2.8866 2.6511 -2.7784 -0.007 -0.003 0.007
F 2.7313 2.1836 -4.0322 -0.002 -0.001 -0.001
```
Forces are in eV/Å.

Mulliken population analysis, charges in e, atoms 1 to 8:
1 Pt 0.52
2 C -1.49
3 N 0.34
4 C 0.22
5 C -0.20
6 C -0.95
7 C -0.64
8 C -0.33


# 2
Here is a structure of composition C20H12ClN3O10Zn from the OMol25 dataset. Energies are from wB97M-V/def2-TZVPD.

Output
E_tot: -3925.2846 Ha
Energy above the lowest of the compared OMol25 structures with the same formula, charge and spin: 60.6 kJ/mol
Net charge: 0
Orbital gap: 6.4 eV

Geometry as XYZ:
```
47
Properties=species:S:1:pos:R:3:forces:R:3
Zn 1.3666 1.6981 1.5956 0.224 -0.276 -0.081
O -5.2595 -0.6696 1.5286 -0.208 0.316 -0.103
N -4.7710 -0.3862 0.4515 0.475 -0.817 0.140
O -5.1810 -0.7755 -0.6205 -0.114 0.356 -0.028
C -3.5139 0.3917 0.4609 -0.201 0.104 0.059
C -3.3190 1.2232 -0.5748 -0.016 0.152 -0.151
C -2.1500 2.0457 -0.6328 -0.038 -0.031 -0.060
C -1.8888 2.9364 -1.6897 -0.108 -0.010 -0.045
C -0.7340 3.6692 -1.6817 0.036 0.064 -0.038
C 0.1699 3.4970 -0.6254 0.043 -0.027 0.123
N -0.0606 2.6688 0.3718 -0.221 -0.110 -0.072
C -1.2067 1.9550 0.3864 0.141 0.035 0.100
C -1.4322 1.0581 1.5031 0.123 0.087 0.035
N -0.4852 1.0292 2.4669 -0.106 -0.032 -0.246
C -0.6384 0.2259 3.4949 0.096 0.085 0.046
C -1.7381 -0.6276 3.6145 -0.020 -0.027 0.059
C -2.7040 -0.6177 2.6457 -0.030 -0.044 0.031
C -2.5816 0.2650 1.5532 -0.138 -0.079 0.072
H -4.0563 1.2774 -1.3648 0.014 -0.027 0.000
H -2.6051 3.0292 -2.4982 0.040 -0.005 0.024
H -0.4987 4.3603 -2.4781 -0.007 0.000 0.010
H 1.1091 4.0364 -0.5853 -0.016 -0.014 -0.014
H 0.1407 0.2558 4.2474 0.023 -0.043 -0.026
H -1.8140 -1.2916 4.4636 0.010 0.017 -0.004
H -3.5572 -1.2727 2.7221 0.035 0.020 0.006
O 3.5695 -0.3522 0.3943 -0.064 0.014 0.040
C 2.4108 -0.5402 0.0690 0.171 0.220 0.070
O 1.4012 0.1750 0.4815 -0.202 -0.257 -0.155
C 2.0465 -1.6345 -0.8950 -0.017 0.017 -0.014
C 0.7262 -1.9058 -1.2236 -0.020 0.001 0.014
C 0.3910 -2.9076 -2.1409 -0.078 0.060 0.045
C 1.4326 -3.6017 -2.6995 -0.081 -0.037 -0.040
O 1.3766 -4.6120 -3.6166 0.034 -0.092 -0.070
C 2.7322 -4.9863 -3.8828 -0.047 0.126 0.118
O 3.5775 -4.1742 -3.0708 -0.012 -0.075 -0.061
C 2.7478 -3.3358 -2.3708 0.124 -0.016 -0.028
C 3.0930 -2.3634 -1.4762 0.114 -0.007 0.059
H -0.0523 -1.3233 -0.7497 0.006 0.000 -0.023
H -0.6360 -3.1249 -2.4021 0.024 -0.003 0.005
H 2.9563 -4.8131 -4.9349 0.003 0.065 -0.077
H 2.8751 -6.0352 -3.6275 -0.004 -0.074 0.067
H 4.1201 -2.1515 -1.2118 -0.047 0.025 0.002
O 2.6159 3.4854 1.4728 -0.068 0.055 0.291
Cl 2.5446 3.5894 2.9501 0.111 0.336 0.125
O 3.7503 4.1011 3.4863 -0.247 -0.178 -0.102
O 1.3958 4.3571 3.3184 0.320 -0.138 -0.059
O 2.3340 2.1721 3.3747 -0.056 0.263 -0.042
```
Forces are in eV/Å.

Mulliken population analysis, charges in e, atoms 1 to 8:
1 Zn 0.56
2 O -0.58
3 N 0.94
4 O -0.56
5 C 0.30
6 C -1.15
7 C 1.43
8 C -0.65


# 3
Here is a structure of composition C20H12ClN5OS2 in a non-equilibrium geometry from the OMol25 dataset. Energies are from wB97M-V/def2-TZVPD.

Output
E_tot: -2374.7987 Ha
Energy above the lowest of the compared OMol25 structures with the same formula, charge and spin: 25.1 kJ/mol
Net charge: 0
Orbital gap: 7.9 eV

Geometry as XYZ:
```
41
Properties=species:S:1:pos:R:3:forces:R:3
N 4.4511 3.0789 4.5288 0.069 -0.290 -0.015
O -0.3720 3.8444 -2.5067 -0.026 -0.919 0.756
Cl 3.1648 -0.9559 5.8324 -1.273 -0.507 -1.536
C 3.7299 3.0156 3.6358 0.757 0.194 0.683
C -0.0608 -2.0887 1.4050 1.044 0.703 0.867
C -0.7796 -2.0788 0.4442 -1.458 -0.269 -1.964
N -2.4993 -0.7687 -3.7207 -0.205 -0.821 -0.210
S -3.4289 -3.0221 -2.5251 0.849 -1.023 1.308
S 0.9220 -0.8655 3.6914 0.830 0.263 0.186
C -0.0551 3.0627 -1.6053 0.347 2.161 -1.929
C -2.5245 -1.5992 -2.7046 -2.538 0.643 -3.071
C -1.6467 0.1605 -3.2764 1.674 2.859 -0.692
C -2.4581 -3.2613 -1.0625 0.612 -0.246 1.192
C 2.2436 -1.6324 4.4301 1.530 -2.324 1.253
C 0.9235 -2.0185 2.4574 0.433 -3.734 -0.965
C 2.5637 -2.9397 3.8987 -1.179 4.149 -0.368
C 1.8395 -3.1290 2.6985 -1.183 2.598 1.049
C -1.6594 -2.1863 -0.7343 -0.430 -2.019 1.806
C -1.1950 -0.0249 -2.0148 0.596 0.101 1.828
C 1.5022 3.2764 2.9496 -3.825 1.310 0.168
C 3.2702 3.2504 1.2627 -1.886 -0.470 -0.327
C 0.4957 3.5506 1.9813 1.676 -0.282 0.718
C 2.3394 3.4130 0.2842 -3.580 -0.169 2.074
C 2.8011 3.1371 2.5689 0.789 -0.176 1.212
C 0.9103 3.4858 0.6833 1.562 0.012 -1.515
N -1.8432 -1.1983 -1.6632 2.249 0.894 1.655
N -0.1034 3.5775 -0.2818 0.143 -1.216 -1.066
N 0.4216 1.7859 -1.9660 -0.695 1.417 2.944
C -0.1195 0.6831 -1.1315 -0.019 -1.178 -4.337
H -1.2491 0.9903 -3.8664 -0.760 -0.311 -0.217
H -2.4510 -4.1817 -0.4583 -0.321 0.615 -0.535
H 3.4300 -3.4348 4.2499 0.426 -0.739 0.265
H 1.9734 -3.9933 2.0863 -0.268 -0.174 -0.519
H 1.0111 3.3022 3.9589 1.726 -0.305 -0.563
H 4.2579 3.0329 1.0115 1.617 0.124 -0.120
H -0.5329 3.8427 2.2211 0.422 -0.584 0.077
H 2.5247 3.4630 -0.7355 0.589 0.003 -1.656
H -0.7165 4.3774 -0.1842 0.092 -0.185 -0.427
H 0.3841 1.7329 -2.9721 -0.102 -0.346 0.064
H -0.4286 1.0375 -0.2093 -0.931 0.818 1.631
H 0.6603 -0.0256 -0.9648 0.649 -0.580 0.294
```
Forces are in eV/Å.

Mulliken population analysis, charges in e, atoms 1 to 8:
1 N -0.50
2 O -0.70
3 Cl -0.17
4 C -0.08
5 C 0.08
6 C -0.04
7 N -0.70
8 S -0.22


# 4
Here is a structure of composition C20H12FeN2O8Se in a non-equilibrium geometry from the OMol25 dataset. Energies are from wB97M-V/def2-TZVPD.

Output
Multiplicity: 2
E_tot: -5146.0982 Ha
Energy above the lowest of the compared OMol25 structures with the same formula, charge and spin: 56.0 kJ/mol
Net charge: -1
Orbital gap (spin up / spin down): 7.1 / 7.8 eV

Geometry as XYZ:
```
44
Properties=species:S:1:pos:R:3:forces:R:3
Fe 0.7166 -0.4173 1.3309 -0.115 -0.732 1.462
O -1.8902 -3.1148 2.8960 -0.045 0.039 -0.048
C -0.9750 -2.3521 2.6413 -0.133 0.115 0.012
O -0.8158 -1.6293 1.5924 -0.239 0.098 -1.249
C 0.1571 -2.1642 3.6074 0.116 -0.105 0.109
C 0.2651 -2.6835 4.8819 0.097 -0.028 0.034
C 1.4077 -2.3776 5.6130 0.002 0.008 0.003
C 2.4032 -1.5870 5.0517 -0.038 -0.117 0.023
C 2.2083 -1.1125 3.7681 -0.001 -0.134 0.161
N 1.1089 -1.4030 3.0956 -0.223 0.715 -0.315
C 3.1358 -0.2339 2.9715 -0.005 0.096 0.147
O 4.2439 0.0367 3.4085 -0.018 0.037 -0.092
O 2.5903 0.1318 1.8791 0.059 0.435 -1.295
H -0.5338 -3.3004 5.2676 -0.002 0.000 -0.005
H 1.5223 -2.7563 6.6214 -0.003 0.001 -0.006
H 3.3125 -1.3274 5.5745 0.005 0.004 -0.012
Se -0.2079 1.4639 2.4346 0.525 -0.050 1.073
C -1.4251 2.4535 1.3740 -0.025 -0.400 -0.393
C -2.7781 2.1388 1.3407 -0.078 0.094 -0.092
C -3.6325 2.9502 0.6090 0.062 0.039 0.013
N -3.2350 4.0254 -0.0728 0.003 -0.025 -0.022
C -1.9321 4.3059 -0.0446 -0.029 -0.033 0.054
C -0.9940 3.5585 0.6525 -0.115 0.094 -0.081
H -3.1520 1.2763 1.8752 -0.002 -0.006 -0.010
H -4.6940 2.7282 0.5692 -0.002 -0.010 0.002
H -1.6216 5.1781 -0.6112 0.010 0.000 -0.004
H 0.0534 3.8272 0.6379 0.000 -0.003 -0.005
O 1.4670 -1.4752 -0.4485 0.297 -0.464 0.693
C 0.7631 -0.6565 -1.0527 -0.316 0.325 -0.444
O 0.1378 0.2469 -0.3978 0.195 -0.054 0.245
C 0.6255 -0.6837 -2.5372 -0.038 0.045 -0.023
C 1.4799 -1.4793 -3.2840 -0.013 -0.038 -0.028
C 1.4083 -1.5078 -4.6799 0.045 -0.024 0.065
C 0.4593 -0.7069 -5.2624 0.075 -0.063 -0.052
O 0.1983 -0.5466 -6.5984 -0.104 0.023 -0.043
C -0.8483 0.4230 -6.6792 0.011 0.006 0.045
O -1.2537 0.7544 -5.3560 0.000 -0.050 -0.092
C -0.4027 0.0729 -4.5174 -0.053 0.095 0.053
C -0.3533 0.1112 -3.1516 0.015 0.039 0.090
H 2.2087 -2.0784 -2.7554 0.001 -0.002 -0.016
H 2.0657 -2.1259 -5.2755 0.013 0.022 0.006
H -1.6923 0.0024 -7.2271 -0.035 -0.064 0.017
H -0.4771 1.3176 -7.1846 0.068 0.041 0.020
H -1.0241 0.7165 -2.5578 0.032 0.026 -0.002
```
Forces are in eV/Å.

Mulliken population analysis, charges in e, atoms 1 to 8:
1 Fe -0.16
2 O -0.73
3 C 0.11
4 O -0.53
5 C 0.73
6 C -0.63
7 C -0.16
8 C -0.65


# 5
Here is a structure of composition C20H12N6OPtS2 in a non-equilibrium geometry from the OMol25 dataset. Energies are from wB97M-V/def2-TZVPD.

Output
E_tot: -2088.7008 Ha
Energy above the lowest of the compared OMol25 structures with the same formula, charge and spin: 103.7 kJ/mol
Net charge: 0
Orbital gap: 6.1 eV

Geometry as XYZ:
```
42
Properties=species:S:1:pos:R:3:forces:R:3
Pt -1.3563 0.0594 -0.0447 1.078 1.196 0.589
S 1.1242 3.8453 0.6648 0.005 0.128 -0.024
C 1.9634 2.6370 1.5894 0.006 0.069 0.032
C 3.0575 2.7849 2.4383 0.014 -0.009 -0.018
C 3.5445 1.6555 3.0678 -0.031 -0.043 -0.018
C 2.9598 0.3996 2.8495 0.008 0.004 -0.006
C 1.8736 0.2567 2.0098 0.013 -0.091 0.033
C 1.3686 1.3923 1.3834 -0.108 -0.136 -0.140
N 0.2874 1.4351 0.5116 -0.073 -0.383 -0.008
C 0.0485 2.6283 0.0747 -0.055 0.404 -0.132
C -1.0763 2.8220 -0.8261 0.152 0.080 0.042
C -1.3572 4.0141 -1.4836 -0.013 0.078 -0.072
C -2.4109 4.0752 -2.3787 -0.024 -0.020 -0.013
C -3.1749 2.9379 -2.6214 0.054 0.003 0.023
C -2.9085 1.7462 -1.9563 -0.087 0.058 -0.042
C -1.8668 1.6883 -1.0477 -0.263 -0.720 0.224
H 3.5146 3.7538 2.5963 -0.024 -0.042 0.003
H 4.3919 1.7410 3.7374 -0.040 -0.004 -0.052
H 3.3732 -0.4730 3.3426 -0.035 0.073 -0.029
H 1.4113 -0.7047 1.8205 0.028 0.051 0.009
H -0.7385 4.8869 -1.3047 -0.025 -0.013 -0.012
H -2.6325 4.9996 -2.8960 0.016 -0.024 0.013
H -3.9869 2.9764 -3.3372 0.009 0.011 0.029
H -3.5155 0.8702 -2.1449 0.020 0.012 0.028
O -0.0958 -0.8968 -1.7811 0.158 -0.056 0.073
N 0.6657 -1.6551 -1.0882 -0.157 0.018 -0.386
C 1.4901 -2.4154 -1.7683 0.518 -0.577 0.035
C 1.5729 -2.4316 -3.2091 -0.085 0.017 0.235
N 1.6338 -2.4740 -4.3583 -0.007 0.016 0.230
C 2.3120 -3.3116 -0.9918 0.015 0.195 -0.208
N 2.9695 -4.0274 -0.3701 -0.259 0.133 -0.077
S -3.2811 -0.7833 1.0021 -0.022 -0.097 -0.115
C -2.0395 -1.9823 0.8549 -0.666 -0.435 0.572
N -2.1543 -2.9590 -0.1062 -0.440 0.206 -0.144
C -1.4224 -4.0568 -0.1173 0.377 -0.462 -0.271
C -0.4526 -4.2347 0.8331 0.082 -0.359 -0.060
C -0.2787 -3.1920 1.7239 0.244 0.198 0.098
N -1.0475 -2.1130 1.7649 -0.252 0.470 -0.334
H -2.8483 -2.7897 -0.8219 -0.069 -0.001 -0.018
H -1.6230 -4.7616 -0.9119 0.039 -0.015 -0.014
H 0.1746 -5.1121 0.8520 -0.018 0.023 -0.048
H 0.5306 -3.2317 2.4487 -0.083 0.045 -0.028
```
Forces are in eV/Å.

Mulliken population analysis, charges in e, atoms 1 to 8:
1 Pt 0.75
2 S -0.37
3 C 0.72
4 C -0.62
5 C -0.44
6 C -0.67
7 C 0.08
8 C -0.69


# 6
Here is a structure of composition C20H13BrMnN2S5 from the OMol25 dataset. Energies are from wB97M-V/def2-TZVPD.

Output
Multiplicity: 5
E_tot: -6595.5284 Ha
Net charge: -1
Orbital gap (spin up / spin down): 6.5 / 7.8 eV

Geometry as XYZ:
```
42
Properties=species:S:1:pos:R:3:forces:R:3
Mn -0.3776 -0.5851 0.8071 0.065 0.057 -0.113
S -1.9567 1.1736 0.4695 0.122 -0.100 0.072
C -2.6556 -0.0686 1.5059 -0.029 0.000 -0.012
C -3.9384 -0.5733 1.1781 -0.007 -0.008 0.005
C -4.5352 -1.5690 1.9022 0.015 -0.008 0.022
C -3.8584 -2.1531 2.9860 0.002 0.012 -0.012
C -2.6021 -1.7186 3.3109 -0.026 -0.027 -0.005
C -1.9753 -0.6598 2.6111 -0.020 0.056 -0.035
S -0.3388 -0.2027 3.0691 0.030 -0.026 0.003
H -4.4421 -0.1333 0.3277 0.000 -0.006 -0.004
H -5.5235 -1.9174 1.6279 0.004 0.001 -0.001
H -4.3176 -2.9550 3.5508 0.001 0.004 -0.003
H -2.0534 -2.1755 4.1242 0.001 0.001 -0.002
Br 5.7735 1.7226 -0.4780 0.008 0.005 0.000
C 4.0336 1.0415 -0.1012 -0.026 -0.017 0.005
C 3.0996 1.8676 0.5013 0.013 -0.011 -0.003
C 1.8364 1.3595 0.7772 0.033 -0.008 0.015
C 1.5023 0.0459 0.4513 -0.189 0.056 0.021
C 2.4603 -0.7572 -0.1601 0.027 -0.032 -0.037
C 3.7332 -0.2661 -0.4370 0.009 0.040 0.005
H 3.3545 2.8879 0.7554 0.005 -0.003 -0.003
H 1.1025 1.9957 1.2583 0.000 0.004 -0.005
H 2.2275 -1.7795 -0.4294 -0.004 -0.004 0.006
H 4.4755 -0.8930 -0.9138 -0.005 -0.003 0.009
S 0.9458 -6.0800 3.8939 -0.011 -0.002 0.006
C 0.8006 -5.1179 2.5490 -0.031 0.021 -0.032
S -0.6945 -4.4394 1.9822 0.005 -0.021 -0.008
C 0.1376 -3.6213 0.6789 -0.027 0.027 0.007
N 1.4048 -3.8545 0.6674 0.048 0.037 0.017
N 1.7676 -4.6832 1.7069 -0.026 -0.025 0.034
C 3.1690 -4.8871 1.8742 0.033 -0.029 -0.017
C 3.6788 -6.1640 2.0513 -0.038 0.027 -0.003
C 5.0474 -6.3297 2.1932 0.037 0.027 0.000
C 5.8953 -5.2309 2.1502 0.001 -0.032 0.003
C 5.3725 -3.9590 1.9640 -0.009 0.015 -0.002
C 4.0045 -3.7807 1.8274 -0.005 0.005 0.006
S -0.6996 -2.6107 -0.4639 -0.022 -0.018 0.077
H 3.0035 -7.0062 2.0871 0.022 -0.004 0.002
H 5.4536 -7.3229 2.3352 -0.007 -0.003 0.000
H 6.9638 -5.3666 2.2612 -0.004 0.000 -0.001
H 6.0289 -3.0988 1.9295 -0.010 0.001 -0.001
H 3.5774 -2.7966 1.6826 0.012 -0.010 -0.012
```
Forces are in eV/Å.

Mulliken population analysis, charges in e, atoms 1 to 8:
1 Mn -0.33
2 S -0.48
3 C 0.44
4 C -0.59
5 C -0.47
6 C -0.52
7 C -0.58
8 C 0.43